Here is C30H25BiClO2P as an isolated structure at a distorted geometry from the Open Molecules 2025 dataset. Energies are from wB97M-V/def2-TZVPD.

Output
Relative energy (zero: lowest compared OMol25 entry of this formula, charge and spin) in kcal per mole: 0.0
Frontier orbital gap in eV: 7.4
Max |F| in eV Å⁻¹: 2.44
Total energy in Ha: -2324.8339
Multiplicity: 1
HOMO energy in eV: -7.49

Each line ends with the natural charge from an NBO analysis.
CARTESIAN COORDINATES (ANGSTROEM)
C -0.7319 2.3165 -0.1342  -0.30
C 0.0664 2.2423 -1.2953  -0.28
C -0.4715 1.2492 -2.1600  -0.28
H 0.9132 2.8812 -1.5251  0.22
C -1.6199 0.6959 -1.5631  -0.30
C -1.8342 1.3641 -0.2794  -0.50
H -2.7622 1.3698 0.2913  0.26
H -0.6277 3.0234 0.6874  0.25
H -0.0809 0.9957 -3.1460  0.22
H -2.2959 -0.0339 -2.0000  0.24
Bi -0.4876 -0.3683 0.8502  1.68
Cl -1.8941 -2.2403 0.0178  -0.59
P 2.4057 -1.4462 -0.7895  0.83
C 2.1211 -1.9437 -2.4960  -0.35
C 3.1030 -1.7276 -3.4796  -0.20
H 4.0296 -1.2209 -3.2104  0.22
C 2.8801 -2.1772 -4.7813  -0.22
H 3.6604 -2.0508 -5.5336  0.22
C 1.6713 -2.7980 -5.1116  -0.22
H 1.5098 -3.1703 -6.1245  0.22
C 0.6606 -2.9427 -4.1504  -0.15
H -0.2859 -3.4172 -4.4209  0.21
C 0.8634 -2.4939 -2.8474  -0.22
H 0.0783 -2.5540 -2.0870  0.24
C 3.7077 -0.1966 -0.6762  -0.36
C 3.6422 0.9599 -1.4905  -0.22
H 2.8324 1.0647 -2.2150  0.23
C 4.5952 1.9656 -1.3395  -0.20
H 4.5730 2.8367 -1.9985  0.22
C 5.5855 1.8558 -0.3541  -0.22
H 6.3488 2.6297 -0.2611  0.22
C 5.5998 0.7539 0.5094  -0.22
H 6.3594 0.6789 1.2906  0.22
C 4.6506 -0.2569 0.3717  -0.15
H 4.6191 -1.0940 1.0713  0.21
C 2.7745 -2.8741 0.2437  -0.26
C 3.4890 -3.9455 -0.3130  -0.22
H 3.7828 -3.9049 -1.3613  0.22
C 3.8240 -5.0384 0.4857  -0.21
H 4.4176 -5.8558 0.0636  0.22
C 3.4036 -5.0812 1.8225  -0.20
H 3.6754 -5.9359 2.4486  0.22
C 2.6314 -4.0416 2.3639  -0.20
H 2.2999 -4.0953 3.4073  0.22
C 2.2974 -2.9395 1.5793  -0.22
H 1.6675 -2.1289 1.9663  0.21
O -0.5387 1.7197 2.8780  -0.64
C -1.3965 0.8976 3.2270  0.78
O -1.3751 -0.3802 2.8520  -0.85
C -2.6461 1.2148 3.9583  -0.19
C -3.7371 0.3647 3.7229  -0.16
C -4.9655 0.6297 4.3153  -0.22
C -5.0858 1.7535 5.1526  -0.19
C -3.9899 2.6021 5.3991  -0.22
C -2.7653 2.3458 4.7790  -0.15
H -3.6007 -0.5073 3.0816  0.24
H -5.8051 -0.0424 4.1153  0.22
H -6.0519 1.9667 5.6155  0.22
H -4.0896 3.4680 6.0665  0.22
H -1.8781 2.9728 4.9054  0.23

Here is C30H25BrIrN3O5S3 as an isolated structure at a distorted geometry from the Open Molecules 2025 dataset. Energies are from wB97M-V/def2-TZVPD.

Output
Relative energy (zero: lowest compared OMol25 entry of this formula, charge and spin) in kcal per mole: 72.2
Frontier orbital gap (alpha / beta) in eV: 6.2 / 5.3
Max |F| in eV Å⁻¹: 3.17
Total energy in Ha: -5571.2603
Multiplicity: 2
HOMO energy (alpha / beta) in eV: -10.99 / -10.99
Total charge: +1

Each line ends with the natural charge from an NBO analysis.
CARTESIAN COORDINATES (ANGSTROEM)
Ir 1.4059 -0.2166 0.5107  1.34
O 0.0281 2.1819 -2.9117  -0.67
C -1.3029 2.0737 -2.6414  0.32
C -2.1369 2.8858 -3.4043  -0.25
C -3.5059 2.8511 -3.2316  -0.17
C -4.0681 2.0026 -2.2860  -0.26
C -3.2396 1.1966 -1.5289  -0.13
C -1.8525 1.2175 -1.6803  -0.18
C -1.0374 0.2277 -0.8713  0.23
O 0.2849 0.6823 -0.7226  -0.63
N -1.5383 0.0656 0.4981  -0.45
N -0.5504 -0.3272 1.3680  -0.25
C -0.8284 -1.1008 2.3468  0.07
C 0.1647 -1.4789 3.3303  -0.16
Br 1.6961 -0.3527 3.3092  0.25
C 0.0646 -2.4709 4.2158  -0.11
C -1.0118 -3.4673 4.2128  -0.03
C -1.5114 -3.9913 3.0178  -0.23
C -2.5339 -4.9270 3.0455  -0.19
C -3.0780 -5.3249 4.2583  -0.18
C -2.5700 -4.8228 5.4507  -0.20
C -1.5226 -3.9192 5.4307  -0.20
H 0.5260 1.6457 -2.2807  0.50
H -1.6773 3.5378 -4.1353  0.23
H -4.1387 3.4836 -3.8403  0.23
H -5.1389 1.9672 -2.1415  0.22
H -3.6977 0.5420 -0.7962  0.19
H -1.0529 -0.7422 -1.3707  0.21
H -2.4160 -0.4274 0.5931  0.39
H -1.8396 -1.4759 2.4811  0.24
H 0.8237 -2.5593 4.9854  0.24
H -1.0623 -3.7108 2.0709  0.23
H -2.8920 -5.3582 2.1202  0.23
H -3.8867 -6.0433 4.2772  0.23
H -2.9888 -5.1403 6.3960  0.23
H -1.1147 -3.5390 6.3595  0.22
S 3.8155 0.2670 0.7532  0.08
C 3.1170 1.8178 0.8252  -0.12
N 1.8226 1.7212 0.7467  -0.48
C 1.1466 2.9559 0.8394  0.18
C -0.2173 3.2186 0.8431  -0.24
C -0.6195 4.5334 0.9816  -0.17
C 0.3062 5.5713 1.1056  -0.19
C 1.6630 5.3135 1.1037  -0.20
C 2.0736 3.9925 0.9773  -0.23
S 3.7273 3.4005 0.9953  0.51
H -0.9428 2.4269 0.7383  0.24
H -1.6772 4.7595 0.9952  0.23
H -0.0409 6.5902 1.2088  0.23
H 2.3848 6.1136 1.1986  0.24
C 3.3238 0.7904 -4.9288  -0.64
C 2.8482 -0.1181 -3.8324  0.04
C 1.5435 -0.6299 -3.8551  -0.21
C 1.0922 -1.4670 -2.8622  -0.19
C 1.9345 -1.7923 -1.7936  -0.34
C 3.2570 -1.3602 -1.8023  -0.19
C 3.6999 -0.5173 -2.8117  -0.22
S 1.3320 -2.8194 -0.4823  2.39
O -0.0457 -2.3842 -0.2879  -1.02
O 1.5477 -4.1998 -0.7392  -0.89
O 2.1078 -2.2611 0.7202  -0.96
H 2.4900 1.3024 -5.4059  0.23
H 3.8447 0.2121 -5.6952  0.24
H 4.0237 1.5343 -4.5499  0.23
H 0.8856 -0.3639 -4.6727  0.23
H 0.0903 -1.8757 -2.8973  0.24
H 3.9382 -1.7231 -1.0477  0.24
H 4.7275 -0.1741 -2.8035  0.23

Here is C30H25BrLiN4O3 as an isolated structure from the Open Molecules 2025 dataset. Energies are from wB97M-V/def2-TZVPD.

Output
Relative energy (zero: lowest compared OMol25 entry of this formula, charge and spin) in kcal per mole: 16.7
Frontier orbital gap in eV: 5.3
Max |F| in eV Å⁻¹: 0.20
Total energy in Ha: -4184.6593
Multiplicity: 1
HOMO energy in eV: -2.79
Total charge: -1

Each line ends with the natural charge from an NBO analysis.
CARTESIAN COORDINATES (ANGSTROEM)
Li -1.4753 0.2835 -0.1776  0.85
C -2.4652 0.2549 3.1442  -0.25
O -1.4027 0.7810 2.3657  -0.48
C -0.2034 0.1651 2.4536  0.26
C 0.1329 -0.8044 3.3753  -0.31
C 1.4124 -1.3584 3.3260  -0.08
Br 1.8784 -2.6911 4.6092  0.02
C 2.3309 -0.9937 2.3809  -0.22
C 1.9820 -0.0224 1.4323  -0.16
C 0.7301 0.5744 1.4832  0.36
O 0.3053 1.5156 0.6193  -0.70
C 2.8977 0.3411 0.3535  0.43
N 2.8302 1.4689 -0.3134  -0.52
C 3.8686 1.4061 -1.2301  0.07
C 4.2677 2.3248 -2.1957  -0.20
C 5.3420 1.9904 -3.0000  -0.24
C 6.0109 0.7666 -2.8491  -0.23
C 5.6271 -0.1498 -1.8861  -0.25
C 4.5509 0.1949 -1.0810  0.19
N 3.9313 -0.4630 -0.0365  -0.57
H -2.2773 0.4095 4.2115  0.16
H -2.6161 -0.8029 2.9252  0.20
H -3.3573 0.7988 2.8451  0.21
H -0.5765 -1.1328 4.1190  0.23
H 3.3064 -1.4564 2.3460  0.23
H 1.0485 1.7160 0.0036  0.53
H 3.7424 3.2636 -2.3111  0.21
H 5.6741 2.6802 -3.7656  0.20
H 6.8428 0.5336 -3.5017  0.20
H 6.1339 -1.0990 -1.7730  0.22
H 3.8933 -1.4813 0.0252  0.46
O -2.9841 -0.6773 0.3819  -0.82
C -4.2207 -0.3785 0.4050  0.41
C -5.1984 -1.3526 0.7763  -0.27
C -6.5438 -1.0801 0.8050  -0.21
C -7.0288 0.1886 0.4680  -0.32
C -6.1147 1.1629 0.1213  -0.16
C -4.7363 0.9283 0.0991  -0.25
C -3.8292 2.0309 -0.2235  0.39
N -2.5633 1.9701 -0.5929  -0.54
C -2.1397 3.2637 -0.7737  -0.08
C -3.1523 4.1299 -0.5160  -0.12
N -4.2233 3.3368 -0.1633  -0.53
H -4.8242 -2.3394 1.0217  0.20
H -7.2406 -1.8639 1.0828  0.19
H -8.0899 0.3998 0.4635  0.20
H -6.4934 2.1383 -0.1713  0.18
H -1.1289 3.4873 -1.0705  0.21
H -3.2108 5.2033 -0.5405  0.21
H -5.1207 3.6528 0.1523  0.41
C -0.2434 -1.1076 -1.5423  -0.85
C 0.9529 -1.8350 -1.4369  0.00
C 2.0020 -1.7544 -2.4110  -0.30
C 3.1581 -2.4964 -2.3207  -0.21
C 3.4083 -3.3407 -1.2306  -0.42
C 2.4072 -3.4320 -0.2533  -0.24
C 1.2343 -2.7136 -0.3433  -0.25
H -1.1178 -1.5637 -1.0797  0.20
H -0.4323 -0.6197 -2.4963  0.19
H 1.8570 -1.1052 -3.2688  0.20
H 3.8973 -2.4053 -3.1112  0.20
H 4.3039 -3.9476 -1.1784  0.20
H 2.5552 -4.0847 0.6029  0.20
H 0.4944 -2.8085 0.4466  0.19

Q: Which of these has the lowest total energy?
A: C30H25BrIrN3O5S3